Computed, not measured: ClNO4S as an isolated structure in a non-equilibrium geometry, with ωB97M-V/def2-TZVPD.

Kohn-Sham gap (alpha / beta)	8.26 / 9.27	eV
E	-33031.8794	eV
spin multiplicity	1
highest occupied orbital energy (alpha / beta)	-10.71 / -11.11	eV
net charge	0
energy relative to the best compared isomer or geometry (same formula, charge and spin)	180.44	kJ/mol

```
7
Properties=species:S:1:pos:R:3:forces:R:3
N -1.009 2.123 0.672 1.8050 3.7970 1.3133
O -0.356 2.755 -0.042 0.4799 -0.0194 -1.3972
O -1.600 1.160 0.786 -2.2826 -3.4029 0.8347
O 1.442 -1.118 0.210 -0.1871 -0.2225 -1.2503
O 0.194 -3.139 0.170 -0.9621 -1.6707 0.2014
S 0.788 -2.123 -0.604 1.1293 1.9357 1.0877
Cl -1.989 -0.351 -0.632 0.0176 -0.4172 -0.7895
```
Positions in Å, forces in eV/Å.

Atom charges from the natural (NBO) analysis, given in e for atoms 1 to 2: number 1, N, carries 0.60; number 2, O, carries -0.21